Record 1
125
Properties=species:S:1:pos:R:3:forces:R:3 method="wB97M-V/def2-TZVPD" total_charge=+3 e_tot_ev=-340782.803 e_lumo_ev=-10.0
C 1.75994 -4.22752 1.39485 0.3 -0.3 0.0
C 1.01165 -4.17662 2.50245 0.2 1.3 0.2
C -0.15693 -3.18882 2.68126 -1.2 -1.9 -0.2
C -1.43807 -4.07959 2.49272 0.3 0.3 -0.5
C -1.38028 -4.99934 1.26494 0.1 -0.4 -0.1
F -2.66172 -5.46568 1.00879 0.2 0.3 0.0
C -0.27685 -2.50033 4.10790 0.2 -0.9 -1.0
N -0.12817 -1.05450 3.85722 -1.3 0.1 0.3
C 1.13386 -0.43167 4.17190 2.1 0.7 0.0
F 1.61544 -0.94563 5.32124 -0.8 -0.2 -0.1
F 0.96886 0.91065 4.42107 -0.7 -0.3 -0.2
C 2.22420 -0.55522 3.10646 -0.6 0.0 0.5
C 3.09312 -1.64212 3.16430 -0.1 0.1 -0.3
C 4.06341 -1.77894 2.16535 -0.7 0.3 0.5
C 4.12703 -0.81504 1.16029 0.6 -0.6 -0.4
C 3.24823 0.25901 1.12729 -0.4 0.8 0.2
C 3.28915 1.29090 0.00317 -0.2 -1.9 0.1
F 2.57252 2.39626 0.34201 0.4 0.3 -0.2
F 2.65600 0.75191 -1.07220 0.2 0.5 0.1
F 4.52661 1.58261 -0.35096 -0.4 0.6 0.0
C 2.27146 0.41271 2.10828 0.5 -0.7 -0.1
C -0.57238 -0.93936 2.51724 2.1 -1.1 -0.3
N -1.28998 0.00482 1.99910 1.6 0.4 0.6
C -1.74388 1.10386 2.87476 -0.6 0.7 -0.1
C -1.81700 2.48990 2.19210 -1.6 -0.2 0.0
O -2.85752 3.08762 2.21222 1.0 -0.1 -0.1
C -1.61765 -0.08416 0.55498 -1.5 -0.5 -0.8
C -2.88281 -1.00290 0.42576 0.5 1.3 0.5
C -3.69738 -0.69931 -0.83125 -0.7 -1.6 0.2
F -4.10726 0.57422 -0.90640 0.7 0.0 0.1
F -4.80055 -1.46742 -0.77394 0.1 0.3 0.0
F -3.05823 -1.04628 -1.96026 0.2 0.6 0.2
N -0.13495 -2.04094 1.77374 -1.0 0.0 -0.1
H 1.35422 -4.14047 0.37960 0.3 1.2 0.4
H 2.83639 -4.41475 1.47046 -0.6 -1.2 -0.2
H 1.22377 -4.83112 3.36248 0.5 1.0 0.1
H -1.51004 -4.70804 3.39473 -0.3 0.3 -0.2
H -2.34501 -3.46050 2.38577 0.2 -0.2 0.3
H -0.75500 -5.89290 1.41521 -0.1 0.4 0.1
H -0.98863 -4.49520 0.36566 -0.3 0.0 0.2
H -1.31152 -2.63213 4.44931 0.5 -0.2 0.3
H 0.48995 -3.00433 4.70674 -0.3 0.8 0.5
H 2.97012 -2.38054 3.96519 0.3 0.3 -0.4
H 4.71646 -2.64952 2.20997 0.1 0.4 -0.3
H 4.87599 -0.94626 0.37578 -0.2 0.3 0.2
H 1.57921 1.25243 2.10307 0.3 -0.2 0.1
H -1.16186 1.21348 3.79827 0.2 -0.4 -0.4
H -2.77105 0.85682 3.19064 0.2 0.4 -0.2
H -0.95264 2.96902 1.65010 -0.4 -1.4 1.0
H -1.91117 0.88544 0.12749 0.3 0.0 0.6
H -0.77891 -0.44805 -0.04547 -0.1 0.1 0.4
H -2.62822 -2.06216 0.52127 -0.2 0.2 -0.3
H -3.52693 -0.71583 1.27449 0.0 -0.3 -0.4
H 0.73902 -1.88340 1.27129 -0.1 0.0 -0.1
C -6.40465 4.92931 -3.26706 0.2 0.0 0.0
C -7.44590 3.89995 -3.66044 0.0 0.1 0.1
O -7.00233 3.03430 -4.69604 0.0 -0.1 -0.2
C -5.85182 2.26700 -4.41037 0.0 0.0 0.0
C -6.01202 1.34147 -3.21484 -0.1 0.1 0.0
H -6.11368 5.52832 -4.13224 -0.1 0.0 0.0
H -6.79286 5.59516 -2.49582 0.0 0.0 0.0
H -5.50038 4.45555 -2.87577 0.0 0.0 0.1
H -8.33015 4.41163 -4.04101 0.0 -0.1 -0.1
H -7.77623 3.32074 -2.79223 0.0 0.0 0.0
H -4.98076 2.92572 -4.28278 0.0 0.0 0.1
H -5.65725 1.66680 -5.30018 -0.1 0.1 -0.1
H -6.20421 1.89068 -2.29136 0.1 0.0 0.0
H -5.10816 0.74997 -3.07197 0.0 0.0 -0.1
H -6.85141 0.66312 -3.37333 0.0 0.0 0.0
O 1.08901 -7.86547 4.15775 -0.3 0.9 1.0
C 2.14442 -7.82990 4.82141 2.6 -1.4 -0.7
O 2.97898 -6.84636 4.65134 -0.9 0.4 -0.1
C 4.12160 -6.57913 5.51939 1.2 -0.1 0.3
C 5.32800 -7.39139 5.10250 -0.3 -0.3 -0.3
C 2.49980 -8.94554 5.76300 -0.5 0.3 0.5
H 3.85567 -6.72854 6.56601 -0.2 -0.1 -0.1
H 4.33969 -5.52108 5.40709 -0.4 0.0 -0.2
H 5.14539 -8.46288 5.18833 0.1 0.0 0.1
H 6.18702 -7.13849 5.72224 -0.1 0.0 0.0
H 5.57634 -7.19501 4.05924 0.1 0.1 0.1
H 2.99020 -9.74051 5.19626 -0.1 0.0 0.0
H 1.58163 -9.34215 6.20455 0.0 -0.3 -0.2
H 3.13258 -8.63702 6.59083 0.2 0.0 -0.2
C 2.66601 -3.19746 8.47040 0.0 0.0 -0.2
C 2.68901 -3.43601 7.02279 0.0 0.0 -0.1
N 2.70677 -3.61561 5.88384 -0.2 -0.1 0.6
H 3.23521 -3.97196 8.98210 0.0 0.0 0.0
H 3.10801 -2.22697 8.69021 0.0 0.0 0.0
H 1.63864 -3.21165 8.83088 0.0 0.0 0.0
C -8.75367 4.21378 -7.55069 0.0 -0.1 0.1
Cl -8.26556 5.78564 -8.19984 0.1 0.0 0.0
Cl -10.51134 4.04675 -7.51336 0.0 -0.1 0.0
H -8.34002 3.43203 -8.17833 -0.1 0.1 -0.1
H -8.37002 4.11855 -6.54102 0.0 0.0 0.0
C 8.16453 3.04394 -0.83067 -1.3 -1.0 1.5
F 8.86077 2.43166 0.11392 0.4 0.0 -0.5
F 7.10016 2.28286 -1.11226 0.2 0.0 -0.4
F 7.71361 4.18078 -0.32293 0.4 0.2 -0.6
S 9.19151 3.35380 -2.32914 0.7 3.9 0.7
O 9.58810 1.98176 -2.78186 1.0 -3.6 -2.3
O 10.25894 4.16845 -1.87287 0.3 -0.3 -0.2
N 8.10556 4.05752 -3.19888 0.8 -1.6 0.5
S 8.65888 4.49899 -4.65351 0.6 1.4 -2.9
O 8.95474 3.41203 -5.53509 -0.4 -0.7 0.9
O 9.60953 5.55832 -4.64150 -0.2 0.1 0.9
C 7.12345 5.25090 -5.30917 -1.4 0.5 -0.1
F 6.72054 6.27293 -4.54841 0.3 -0.2 0.2
F 6.12094 4.36222 -5.34381 0.3 -0.2 0.1
F 7.30835 5.70495 -6.53567 0.5 -0.2 0.1
F 10.95383 1.37029 -3.79769 -2.1 1.8 2.1
Br -0.24747 2.58412 -2.14141 0.2 -0.1 0.5
C -1.92122 2.95412 -3.08252 -0.3 0.0 -0.3
C -1.82538 4.23932 -3.85439 -0.1 0.3 0.1
Br -1.96995 5.78012 -2.66832 0.1 -0.1 0.1
H -2.71149 2.96321 -2.33711 0.0 0.0 0.0
H -2.06654 2.10571 -3.74939 0.1 0.0 0.0
H -2.66135 4.32786 -4.54632 0.0 -0.1 0.0
H -0.89367 4.34756 -4.40222 0.0 -0.1 0.0
Na 0.02842 4.12974 0.65469 0.6 0.9 -1.2
Al 0.23409 -6.98388 5.82059 -1.3 0.2 -0.1
C -10.22489 8.13124 -10.98191 -0.1 0.0 -0.1
Cl -11.49458 7.37903 -11.94830 0.0 0.0 0.1
Cl -8.73088 8.27169 -11.91492 0.0 0.0 0.1
Cl -10.74329 9.71280 -10.39386 0.0 -0.1 0.0
H -10.03082 7.49757 -10.12497 0.0 0.0 0.0

Record 2
47
Properties=species:S:1:pos:R:3:forces:R:3 method="wB97M-V/def2-TZVPD" total_charge=-1 e_tot_ev=-155271.735 de_lowest_kj_mol=0.0 e_lumo_ev=2.4
Al -0.54764 0.04455 -0.08571 0.7 -0.2 0.0
O -1.13697 -1.61990 0.16123 -0.3 0.0 0.4
C -0.82819 -2.84767 -0.15048 0.2 0.1 -0.3
C -1.59017 -3.91181 0.35459 -0.1 -0.2 0.0
C -1.27596 -5.21452 0.03457 0.1 0.0 -0.1
C -0.19634 -5.51451 -0.80589 0.0 0.0 0.0
C 0.56646 -4.47902 -1.30279 0.0 0.0 0.0
C 0.27513 -3.14551 -0.98547 0.1 0.1 0.0
C 1.19571 -2.09727 -1.38628 -0.1 -0.4 0.0
N 1.01290 -0.86812 -1.10263 -0.1 0.6 0.0
N 2.06867 0.01062 -1.36427 -0.2 0.1 0.2
C 1.90844 1.03852 -0.57325 -0.2 -0.1 0.0
O 0.91808 1.13674 0.27181 0.2 0.2 -0.2
C 2.90393 2.14633 -0.61082 0.0 -0.1 0.1
C 2.82285 3.15727 0.34047 0.0 0.1 0.0
C 3.76555 4.17912 0.35378 0.0 0.0 0.0
C 4.78746 4.19630 -0.58558 0.0 0.0 0.0
C 4.86266 3.19236 -1.54655 -0.1 0.0 0.0
C 3.92486 2.17150 -1.56142 -0.1 0.0 0.1
H -2.42678 -3.67413 1.00029 0.0 0.0 0.0
H -1.87425 -6.02263 0.44078 0.0 0.0 0.0
H 0.04550 -6.54256 -1.04846 0.0 0.1 0.0
H 1.41724 -4.68369 -1.94856 -0.1 0.0 0.1
H 2.12771 -2.38012 -1.87599 0.0 0.0 0.0
H 2.01482 3.13088 1.06349 0.1 0.0 -0.1
H 3.70035 4.96332 1.10158 0.0 -0.1 -0.1
H 5.52572 4.99000 -0.56966 0.0 0.0 0.0
H 5.64926 3.21142 -2.29245 0.0 0.0 0.0
H 3.96097 1.38098 -2.29982 0.0 0.0 0.0
Br 1.73684 4.98196 -3.37876 0.0 -0.1 0.1
C -0.08750 4.49689 -3.16373 0.0 0.0 0.0
C -1.05871 5.43580 -3.46560 -0.1 -0.1 0.0
C -2.39582 5.08472 -3.31728 0.1 0.0 0.0
C -2.73924 3.81123 -2.89328 -0.1 0.1 -0.1
C -1.75151 2.88558 -2.58673 0.0 0.0 0.0
C -0.41117 3.22717 -2.71352 0.1 0.1 0.1
C -2.18621 1.50641 -2.16815 -0.2 -0.3 -0.1
O -3.22880 1.05462 -2.59481 0.1 0.1 0.1
O -1.36716 0.88193 -1.37829 0.1 0.1 -0.2
H -0.77074 6.41869 -3.81166 0.0 0.0 0.0
H -3.16907 5.81180 -3.53915 0.0 0.0 0.0
H -3.77773 3.51699 -2.79365 0.1 0.0 0.0
H 0.36358 2.51419 -2.46323 0.0 0.0 0.0
Cl -1.25843 0.26916 3.91570 0.1 -0.1 -0.1
Si -1.79105 0.78710 1.94430 -0.4 0.2 0.0
Cl -3.75970 0.03751 1.79947 0.0 0.0 0.1
Cl -2.13724 2.86647 2.13714 0.1 -0.1 0.0

Record 3
42
Properties=species:S:1:pos:R:3:forces:R:3 method="wB97M-V/def2-TZVPD" smiles="C/C=C/C/C(C)=C/N.O.O.O.O.O.O.O" e_tot_ev=-23515.567 de_lowest_kj_mol=268.5 e_lumo_ev=0.2
C 0.99103 1.76985 0.41550 0.2 5.6 -2.8
C -0.19129 2.16657 -0.48053 -1.6 1.7 -1.2
C -1.09223 3.11712 -0.14872 -0.9 -0.1 0.3
N -1.11842 3.79627 1.06563 -3.2 3.2 -4.1
C -0.41303 1.53396 -1.90478 1.5 -2.5 5.0
C 0.91947 1.18080 -2.42190 1.3 0.1 -0.3
C 1.10202 0.09590 -3.15885 -0.1 -1.6 -0.5
C 2.43757 -0.35467 -3.62010 1.0 5.1 0.3
H 1.84073 1.71432 -0.30433 -0.2 -0.2 1.3
H 0.82121 0.90726 0.87871 -0.4 -3.6 2.1
H 1.15235 2.65058 1.15247 0.0 -1.7 -1.1
H -2.04386 3.39049 -0.72604 1.9 -0.6 0.1
H -0.67801 3.41604 1.79003 1.7 -1.3 3.8
H -1.78728 4.61043 1.09980 1.5 -1.8 0.6
H -0.86315 0.57626 -1.48786 -0.2 0.7 -1.7
H -0.99931 2.05134 -2.58231 -1.4 1.2 -0.9
H 1.81917 1.81742 -2.06978 -1.5 -1.1 -1.2
H 0.31332 -0.63742 -3.49386 0.2 1.3 0.8
H 2.85462 0.55322 -4.23172 0.1 -1.2 1.7
H 2.48270 -0.99285 -4.37390 -0.6 -3.6 -3.1
H 3.09519 -0.70583 -2.86048 0.7 0.2 0.8
H 0.72730 -0.96348 -0.43521 -0.7 -1.4 0.2
H 0.59346 -2.44811 -0.80047 0.7 -1.2 -1.5
O 0.24357 -1.81346 -0.22039 0.2 2.9 0.9
H -2.21449 -2.70331 0.26570 0.1 -1.8 -0.6
H -0.98122 -3.34936 0.41408 3.7 0.8 1.3
O -1.79555 -3.61367 0.15327 -5.0 1.1 -1.4
H 2.91339 -1.20775 0.77356 -2.1 -0.2 1.9
H 3.71386 -1.98849 -0.26045 -0.1 1.1 0.7
O 3.63198 -1.12049 0.20323 2.1 -0.8 -2.5
H 0.69631 -1.53069 1.78282 -1.9 -0.9 -0.9
H 1.12561 -0.51470 2.85428 -0.5 0.6 0.5
O 1.41133 -1.19556 2.26742 2.5 0.3 0.5
H -3.31647 1.63563 3.41809 1.2 0.4 0.1
H -2.65834 0.55246 2.70392 1.1 1.2 0.8
O -2.38362 1.38703 3.19685 -2.3 -1.7 -0.9
H -3.95593 0.34257 -0.07185 1.5 -0.7 0.5
H -2.54767 0.31048 0.62547 1.5 1.9 0.9
O -3.16512 -0.20665 0.18026 -2.9 -1.2 -1.5
H -0.14891 -4.40133 2.65047 -0.3 -3.4 2.9
H 0.38206 -4.08638 1.27271 0.8 -0.9 -0.6
O -0.07119 -3.76594 2.02847 0.3 4.0 -1.6

Record 4
19
Properties=species:S:1:pos:R:3:forces:R:3 method="wB97M-V/def2-TZVPD" smiles="CC(C)O.C=O.O" e_tot_ev=-10483.419 de_lowest_kj_mol=165.9 e_lumo_ev=0.8
C 0.25956 -0.78983 -1.16918 0.0 0.3 0.1
C 0.25247 0.50702 -1.97122 0.0 -0.2 0.1
C 1.28476 -0.74285 -0.04403 -0.2 -0.1 -0.3
O 0.58595 -1.91706 -1.97685 0.0 0.0 -0.1
H 0.04497 -1.89377 -2.77344 0.0 0.0 0.1
H -0.74562 -0.94092 -0.73940 0.1 0.0 0.0
H 1.10094 0.12112 0.59104 0.0 0.1 0.1
H 0.00786 1.34392 -1.31977 0.0 0.0 0.0
H 1.23339 0.67800 -2.41379 0.1 0.0 0.0
H -0.48914 0.46458 -2.77082 0.0 0.0 0.0
H 2.28373 -0.65842 -0.46881 0.1 0.0 0.0
H 1.25248 -1.66145 0.54198 0.0 0.0 0.1
C -0.85710 1.59053 2.29347 0.1 1.1 -1.8
O -1.40908 -0.34086 2.16232 -1.3 0.0 -2.0
O -0.89863 1.73488 1.05451 0.4 0.7 1.7
H -1.66052 0.10250 1.24060 0.8 -1.7 2.4
H -0.61144 -0.86273 2.00435 -0.1 0.0 -0.2
H 0.07607 1.38216 2.83859 0.0 0.1 -0.1
H -1.71065 1.88318 2.92046 0.0 -0.1 0.0